15
Properties=species:S:1:pos:R:3:nbo_charge:R:1 method="wB97M-V/def2-TZVPD" max_force_ha_per_bohr=0.131 total_charge=0 energy_ha=-759.87908 e_above_lowest_kcal_mol=123.9
C -0.37049 -0.39022 1.02891 0.62
C 0.49020 0.62999 0.47675 -0.32
C 0.14373 0.68525 -1.00590 -0.47
C 1.56059 0.16934 -0.56822 -0.37
H -2.40448 0.86125 -0.79531 0.48
H -2.17966 -1.30951 0.93832 0.40
H 0.66306 1.41404 1.19805 0.26
H 0.31327 1.56517 -1.76817 0.25
H -0.50840 -0.27943 -1.16076 0.25
H 2.36272 0.89594 -0.54650 0.23
H 1.68367 -1.91515 0.32324 0.16
N -1.56745 -0.46294 0.51346 -0.35
O -2.32835 0.73767 0.28268 -0.53
O 0.05422 -1.13766 1.97177 -0.60
S 2.08737 -1.46376 -0.88832 -0.01